Entry from the Open Molecules 2025 dataset: a molecular structure, C8H7CaF12N4O18S4 (ωB97M-V/def2-TZVPD).

Geometry (Å):
O (0.175, 1.225, -2.524)
H (-1.721, -4.157, 3.688)
H (-0.534, -5.952, 1.016)
O (0.251, -1.855, -2.513)
F (-0.628, 2.400, 3.072)
O (-0.839, -3.416, 0.718)
N (2.636, 0.184, 0.057)
F (2.375, -0.240, 3.426)
O (-1.146, -1.629, -4.127)
O (-1.623, -0.597, -0.577)
C (4.079, 1.203, -2.182)
S (3.969, -0.188, -0.880)
C (-0.049, -2.637, 1.488)
F (-2.200, 1.100, 2.458)
C (-1.597, -5.705, 1.049)
O (-0.146, -3.007, 2.778)
F (-2.645, 3.145, 2.817)
H (-2.676, -3.903, 1.505)
C (-2.832, 4.940, -1.760)
F (-1.667, 4.427, -2.040)
F (3.650, 0.696, -3.348)
C (-1.718, 2.349, 2.302)
C (3.466, -0.151, 2.625)
O (-0.416, 1.822, -0.004)
H (-2.039, -5.908, 0.075)
F (-2.745, 6.220, -1.416)
O (5.203, -0.312, -0.156)
N (0.033, 1.868, -3.604)
O (1.904, 1.778, 1.790)
O (0.555, -1.679, 1.154)
C (-1.647, -4.273, 1.505)
O (-0.726, -3.614, -3.365)
O (4.240, 1.881, 0.983)
O (-1.013, 1.710, -4.243)
O (-4.941, 3.709, -0.725)
O (3.525, -1.378, -1.554)
C (-0.990, -4.124, 2.877)
H (-2.157, -6.323, 1.755)
O (-3.510, 4.908, 0.867)
F (-3.626, 4.845, -2.815)
O (-0.882, 4.147, 0.613)
F (5.324, 1.657, -2.320)
S (-1.377, 2.799, 0.472)
F (3.221, 2.167, -1.884)
H (-1.832, -1.483, -0.269)
O (0.912, 2.650, -4.014)
S (3.048, 1.127, 1.228)
F (4.498, 0.244, 3.419)
F (3.665, -1.384, 2.123)
H (-0.442, -5.042, 3.122)
S (-3.617, 3.988, -0.239)
N (-2.799, 2.471, -0.221)
Ca (0.611, -0.332, -0.860)
N (-0.560, -2.374, -3.342)

The total energy comes out at -5351.00445 Eh. As for the HOMO energy: 0.021 hartree. As for the LUMO energy: 5.4 eV. The net charge is -3.

Need the Mulliken charges? In units of e they are: -0.5230 0.3454 0.3643 -0.5814 -0.2324 -0.3361 -0.5768 -0.2276 -0.5938 -0.8006 0.7285 0.8670 0.1976 -0.2646 -1.5054 -0.3254 -0.2403 0.2890 0.6884 -0.1707 -0.2039 0.5547 0.6694 -0.1881 0.3610 -0.2745 -0.5840 0.6058 -0.4400 -0.0363 0.4734 -0.7099 -0.6440 -0.6281 -0.7446 -0.6531 -0.5876 0.3774 -0.6023 -0.2515 -0.6175 -0.2498 0.8101 -0.1572 -0.0818 -0.6858 0.6059 -0.2713 -0.2257 0.3068 1.0328 -0.3664 2.5901 0.7139